{"formula": "C3H8NO", "method": "ωB97M-V/def2-TZVPD", "molar_mass_g_mol": 74.103, "gap_ev": 6.658, "charge": -1, "e_above_lowest_kcal_mol": 46.4, "homo_energy_ev": -2.364, "e_tot_ev": -6775.9791, "symbols": ["C", "O", "H", "H", "H", "C", "C", "N", "H", "H", "H", "H", "H"], "positions_angstrom": [[-0.38570, -0.83568, -2.32114], [-1.14031, -1.02545, -1.21262], [-0.99275, -0.11381, -3.18020], [0.64080, -0.29113, -2.20541], [-0.14626, -1.70391, -2.92451], [1.27030, 0.42790, 1.45988], [-1.06611, 0.60943, 1.61087], [0.05796, 0.61557, 2.24159], [2.15118, 0.27696, 2.09874], [1.64708, 1.43483, 1.01981], [1.10975, -0.22894, 0.69375], [-1.97632, 0.37118, 2.21340], [-1.16961, 0.46305, 0.50584]], "forces_ev_per_angstrom": [[-1.36, 2.44, -0.50], [0.94, 0.14, -0.46], [1.30, -1.12, 1.38], [-0.98, -0.37, 0.08], [0.15, -0.90, -0.29], [1.20, 4.52, 1.27], [0.90, -1.55, 0.23], [-1.29, -0.17, -0.15], [-0.52, -0.93, 0.09], [-1.03, -1.23, 0.17], [-0.05, -1.94, -2.01], [0.55, 1.01, -0.27], [0.18, 0.10, 0.46]]}


{"formula": "CHF3O", "method": "ωB97M-V/def2-TZVPD", "molar_mass_g_mol": 86.012, "gap_ev": 11.077, "e_above_lowest_kcal_mol": 151.2, "homo_energy_ev": -11.129, "e_tot_ev": -11247.0092, "symbols": ["C", "O", "F", "F", "F", "H"], "positions_angstrom": [[1.45592, -0.07478, -0.00954], [-1.51232, 0.71170, 0.29318], [1.94029, -0.99372, 0.81255], [2.18158, -0.15024, -1.13458], [-2.25840, -0.43465, 0.60551], [-1.80708, 0.94168, -0.56712]], "forces_ev_per_angstrom": [[0.87, -0.42, -0.31], [1.00, 0.09, 1.96], [-0.16, 0.77, -1.21], [-0.55, -0.35, 1.49], [-0.27, -0.11, -0.29], [-0.89, 0.03, -1.65]]}


{"formula": "C2H5NS2", "method": "ωB97M-V/def2-TZVPD", "molar_mass_g_mol": 107.203, "smiles": "CN1S[C@@H]1S", "gap_ev": 8.801, "e_above_lowest_kcal_mol": 73.9, "homo_energy_ev": -8.950, "e_tot_ev": -25312.6213, "symbols": ["C", "N", "S", "C", "S", "H", "H", "H", "H", "H"], "positions_angstrom": [[0.31067, -1.20124, 0.64021], [0.16358, 0.21019, 0.44203], [1.66523, 1.25487, 0.06876], [0.20241, 0.79513, -0.77971], [-1.46200, 2.23943, -0.75527], [-0.42782, -1.61340, 1.24864], [0.43657, -1.74527, -0.25431], [1.21021, -1.48902, 1.19726], [0.08134, 0.27511, -1.72782], [-2.18019, 1.27421, -0.07979]], "forces_ev_per_angstrom": [[2.27, -0.26, 0.14], [0.97, 0.61, 1.36], [-0.69, -0.66, 0.02], [-3.05, 2.09, -0.65], [1.58, -2.26, 0.13], [-1.85, -0.31, 0.70], [-0.26, -0.67, -1.39], [0.14, 0.69, 0.02], [0.44, 0.03, 0.14], [0.46, 0.75, -0.47]]}